The following is a DFT calculation (the ωB97M-V functional and the def2-TZVPD basis) of C34H42AsClN6O6S2V as an isolated structure at a distorted geometry.

Computed properties:
* HOMO-LUMO gap (spin up / spin down): 7.0 / 7.4 eV
* LUMO (spin up / spin down): 0.20 / 0.18 eV
* relative energy (zero: lowest compared OMol25 entry of this formula, charge and spin): 0.000 eV

Geometry as ORCA input:
```
! wB97M-V def2-TZVPD RIJCOSX def2/J DEFGRID3
* xyz 0 4
V 1.164 0.661 -0.674
C 0.507 3.601 0.260
N -0.275 2.725 -0.623
C -0.242 3.253 -1.984
C 1.078 3.052 -2.678
C 1.376 3.804 -3.805
C 2.502 3.494 -4.539
C 3.294 2.433 -4.128
C 2.939 1.757 -2.981
N 1.872 2.075 -2.234
C -1.692 2.644 -0.233
C -1.950 2.198 1.182
C -2.903 2.852 1.955
C -3.170 2.368 3.225
C -2.478 1.256 3.676
C -1.552 0.670 2.825
N -1.295 1.124 1.605
C 1.151 2.874 1.411
C 1.324 3.494 2.636
C 1.891 2.781 3.677
C 2.255 1.465 3.457
C 2.060 0.924 2.199
N 1.536 1.615 1.180
H -0.116 4.419 0.648
H 1.302 4.062 -0.335
H -0.504 4.323 -1.999
H -0.995 2.717 -2.566
H 0.703 4.593 -4.110
H 2.749 4.054 -5.431
H 4.162 2.117 -4.687
H 3.506 0.899 -2.647
H -2.165 1.927 -0.913
H -2.169 3.624 -0.384
H -3.417 3.722 1.570
H -3.904 2.854 3.854
H -2.657 0.843 4.659
H -0.999 -0.212 3.124
H 0.987 4.514 2.765
H 2.032 3.241 4.646
H 2.680 0.848 4.235
H 2.325 -0.105 1.992
O -1.093 -2.499 1.833
C -0.114 -3.444 1.769
C -0.290 -4.655 2.437
C 0.675 -5.641 2.385
C 1.843 -5.427 1.665
C 2.016 -4.218 1.019
C 1.056 -3.201 1.049
C 1.366 -1.913 0.344
O 0.467 -1.027 0.205
N 2.648 -1.758 0.074
N 2.894 -0.412 -0.310
C 4.123 -0.113 -0.163
S 5.346 -1.300 0.269
C 6.696 -0.103 0.408
C 6.398 1.081 -0.497
S 4.685 1.550 -0.212
H -1.830 -2.858 2.342
H -1.208 -4.816 2.991
H 0.511 -6.578 2.903
H 2.606 -6.190 1.608
H 2.918 -4.026 0.458
H 7.617 -0.602 0.108
H 6.795 0.226 1.443
H 6.538 0.816 -1.546
H 7.023 1.943 -0.263
O 0.367 0.570 -4.414
Cl 0.012 -0.352 -3.369
O -0.728 -1.460 -3.887
O 1.227 -0.807 -2.649
O -0.773 0.354 -2.319
C -4.941 0.041 -1.952
C -3.975 -1.114 -2.179
As -2.830 -1.477 -0.613
C -1.969 -3.091 -1.377
C -2.418 -4.442 -0.836
C -4.239 -2.279 0.513
C -4.764 -1.268 1.530
H -5.453 0.327 -2.874
H -4.422 0.929 -1.578
H -5.712 -0.209 -1.221
H -3.290 -0.894 -3.001
H -4.515 -2.028 -2.443
H -0.895 -2.959 -1.234
H -2.137 -3.039 -2.454
H -2.193 -4.558 0.226
H -1.898 -5.248 -1.359
H -3.489 -4.606 -0.965
H -3.823 -3.143 1.032
H -5.045 -2.658 -0.119
H -3.965 -0.919 2.188
H -5.554 -1.688 2.159
H -5.170 -0.377 1.049
*
```